(1)
{"formula": "C7H9N3O2", "method": "ωB97M-V/def2-TZVPD", "elements": ["C", "C", "C", "C", "C", "C", "C", "N", "N", "N", "O", "O", "H", "H", "H", "H", "H", "H", "H", "H", "H"], "positions_angstrom": [[3.03304, -1.18143, 1.90530], [1.63740, -0.65034, -1.25980], [-1.44842, 0.53213, 0.63729], [-2.25829, 1.52813, -0.32211], [-0.96902, -1.58678, -0.73853], [0.78437, 0.08523, -0.37631], [-0.50781, -0.30218, -0.18055], [1.89168, -1.23038, 2.06790], [2.28508, -1.18491, -2.05405], [1.42922, 1.24854, 0.07324], [2.65335, 1.21189, -0.04656], [0.79558, 2.11383, 0.64284], [-0.93812, 1.00173, 1.44856], [4.04352, -1.30229, 1.77308], [-2.22023, 0.00850, 1.04261], [-1.63352, 2.14327, -1.03308], [-2.69215, 0.94609, -1.13984], [-2.94948, 2.12235, 0.27256], [-0.09087, -1.91163, -1.31236], [-1.70910, -1.34837, -1.47693], [-1.13623, -2.24337, 0.07673]], "mulliken_charge": [0.0831, 0.1877, -0.7158, -1.1449, -1.4009, -0.2347, 0.9367, -0.3751, -0.5188, 1.0882, -0.5913, -0.6438, 0.4977, 0.3238, 0.4413, 0.3121, 0.3686, 0.3492, 0.3626, 0.3182, 0.3563], "energy_ev": -15964.910, "e_above_lowest_kj_mol": 579.6, "smiles": "CC/C(C)=C(/C#N)[N+](=O)[O-].C#N", "homo_lumo_gap_ha": 0.350, "homo_energy_ev": -10.2857}

---

(2)
{"formula": "C7H9N3S5SbZn", "method": "ωB97M-V/def2-TZVPD", "elements": ["Zn", "S", "Sb", "S", "S", "S", "S", "C", "N", "C", "C", "C", "N", "H", "H", "H", "H", "C", "C", "C", "N", "H", "H", "H", "H", "H"], "positions_angstrom": [[-0.17990, 0.51882, -0.97489], [-0.38808, 2.92067, 3.57034], [-0.78380, 1.80614, 1.66199], [0.26313, -0.26958, 1.27756], [-0.21989, 2.83012, -0.37208], [-3.17987, 1.36170, 1.48143], [-1.12053, -0.36431, -3.02150], [-2.46529, -0.39407, -1.91750], [-3.69094, -0.89376, -2.29116], [-4.76795, -0.70963, -1.42054], [-4.58054, -0.32996, -0.15965], [-3.18801, -0.10636, 0.35185], [-2.24838, 0.04873, -0.73014], [-3.84195, -1.08956, -3.26312], [-5.74653, -0.90157, -1.83753], [-5.42510, -0.18907, 0.49976], [-2.85524, -0.93881, 0.97907], [3.93394, 0.87288, 1.33945], [3.29034, 1.70518, 0.23088], [2.76006, 0.89583, -0.86625], [2.34171, 0.27440, -1.73955], [4.20101, 1.53045, 2.16541], [4.83329, 0.36945, 0.98295], [3.22865, 0.13096, 1.70818], [3.99873, 2.41601, -0.19736], [2.43733, 2.27991, 0.60482]], "mulliken_charge": [0.2332, -0.6611, 0.9310, -0.6712, -0.6198, -0.4021, -0.5681, 0.5210, -0.1192, -0.2982, -0.8064, 0.4438, -0.2685, 0.2337, 0.3746, 0.3302, 0.2646, -0.9933, 0.1271, 0.2966, -0.5742, 0.3098, 0.3450, 0.2187, 0.3206, 0.0322], "charge": -1, "energy_ev": -121012.844, "homo_lumo_gap_ha": 0.285, "homo_energy_ev": -5.1746}

---

(3)
{"formula": "C7H9N4", "method": "ωB97M-V/def2-TZVPD", "elements": ["C", "C", "C", "C", "C", "C", "C", "N", "N", "N", "N", "H", "H", "H", "H", "H", "H", "H", "H", "H"], "positions_angstrom": [[3.13604, 1.05397, -0.23459], [2.22799, 0.64045, 0.69021], [-3.13288, -0.04348, -0.81065], [-2.28592, -1.02943, -0.33450], [2.22120, -0.82406, -0.99887], [-1.63912, 0.95380, 0.40457], [0.83786, -1.14875, 1.07985], [3.07410, 0.11765, -1.28041], [-2.67175, 1.13346, -0.35164], [1.66489, -0.55404, 0.29659], [-1.35446, -0.35561, 0.48201], [3.44694, 2.06899, -0.35451], [1.76359, 1.08358, 1.60259], [-3.87349, -0.07297, -1.56130], [-2.42521, -1.99618, -0.61940], [2.30827, -1.75087, -1.34809], [-1.15565, 1.64953, 0.94124], [0.34522, -2.04740, 0.65331], [0.83887, -0.80018, 2.09817], [-3.32650, 1.92153, -0.35457]], "lowdin_spin": [0.3376, 0.4545, 0.0025, 0.0052, 0.3791, 0.0026, 0.3960, 0.1902, 0.0020, 0.0921, 0.0806, 0.0090, 0.0114, 0.0005, 0.0000, 0.0185, 0.0000, 0.0067, 0.0109, 0.0003], "multiplicity": 3, "charge": 1, "energy_ev": -13353.172, "e_above_lowest_kj_mol": 0.0, "homo_lumo_gap_ha": [0.306, 0.178], "homo_energy_ev": [-11.2430, -12.5051]}

---

(4)
{"formula": "C7H9N4O3", "method": "ωB97M-V/def2-TZVPD", "elements": ["C", "C", "C", "C", "C", "C", "C", "N", "N", "N", "N", "O", "O", "O", "H", "H", "H", "H", "H", "H", "H", "H", "H"], "positions_angstrom": [[2.82493, 0.72587, 0.42099], [0.94512, 1.20089, -0.56042], [1.09604, -0.16245, -0.54512], [-0.39967, 1.53957, -1.12697], [-0.14369, -0.80082, -1.09413], [-2.28735, 0.13829, -1.92412], [-1.54111, -1.11385, 2.07107], [2.27264, -0.43538, 0.06461], [2.03384, 1.73520, 0.04627], [-0.94939, 0.29299, -1.39096], [-0.41936, -0.79728, 1.61081], [-0.90604, 2.60391, -1.30753], [-0.40747, -1.95115, -1.26396], [0.71718, -1.22778, 2.22843], [3.76277, 0.83290, 0.93379], [-2.95929, 0.82286, -1.40995], [-2.30526, 0.36127, -2.99126], [-2.59845, -0.89226, -1.76546], [-2.40555, -0.74500, 1.54855], [2.63559, -1.35735, 0.27794], [-1.69338, -1.71995, 2.96064], [2.21065, 2.72126, 0.20202], [0.51726, -1.77173, 3.01477]], "mulliken_charge": [-0.2592, 0.6236, 0.3099, 0.0547, 0.2291, -1.0122, -0.2609, 0.0068, -0.0316, 0.1413, -0.0813, -0.5292, -0.5319, -0.3879, 0.4115, 0.3685, 0.3313, 0.3666, 0.2462, 0.2430, 0.2011, 0.2363, 0.3243], "charge": 1, "energy_ev": -19499.683, "e_above_lowest_kj_mol": 0.0, "homo_lumo_gap_ha": 0.355, "homo_energy_ev": -13.7218}

---

(5)
{"formula": "C7H9N5O2S", "method": "ωB97M-V/def2-TZVPD", "elements": ["C", "C", "C", "C", "C", "C", "C", "N", "N", "N", "N", "N", "O", "O", "S", "H", "H", "H", "H", "H", "H", "H", "H", "H"], "positions_angstrom": [[-0.48294, 2.86878, 1.78252], [-2.29190, -0.94413, -1.00742], [1.52885, -1.71854, -0.78834], [2.02154, -0.24527, -0.80750], [0.05362, -1.56383, -1.25783], [0.98709, 0.41464, 0.20857], [-0.85491, -0.66702, -0.38050], [-1.90001, 1.18335, 1.90302], [-0.87556, 2.76027, 3.06299], [-1.71493, 1.71712, 3.09396], [-1.17785, 1.86730, 1.06240], [-0.20385, 0.56841, -0.53154], [-2.52033, -0.39236, -2.09852], [-3.00580, -1.78802, -0.41972], [0.44605, 4.01695, 0.99254], [2.15402, -2.26198, -1.41431], [1.75550, -2.16203, 0.11357], [2.96330, -0.06827, -0.38909], [1.87514, 0.29701, -1.66050], [0.02395, -1.17514, -2.33669], [-0.23984, -2.55363, -1.43414], [0.88658, -0.26465, 1.18062], [1.53847, 1.33180, 0.48831], [-0.96619, -1.22075, 0.63761]], "mulliken_charge": [0.3165, 0.2754, -1.0563, -1.2012, -0.9685, 0.1260, 0.4876, -0.1060, -0.3322, -0.5681, 0.0944, -0.4532, -0.7475, -0.7599, -0.3972, 0.4670, 0.4633, 0.4741, 0.4731, 0.2893, 0.5484, 0.1693, 0.2595, 0.1462], "charge": -2, "energy_ev": -29780.856, "e_above_lowest_kj_mol": 70.1, "homo_lumo_gap_ha": [0.193, 0.241], "homo_energy_ev": [-0.7649, -1.2935]}

---

(6)
{"formula": "C7H9NO", "method": "ωB97M-V/def2-TZVPD", "elements": ["C", "C", "C", "C", "C", "C", "C", "H", "H", "H", "H", "H", "H", "H", "H", "H", "N", "O"], "positions_angstrom": [[-1.43453, -1.28190, -1.67387], [-0.74038, -0.30372, -0.98228], [-0.58188, 1.00907, 0.84311], [-0.19313, 0.07372, 1.99115], [0.82522, 0.84262, 0.25220], [0.64513, -0.10125, -0.85191], [1.70563, -0.72316, -1.38445], [-2.42556, -1.62908, -1.57249], [-0.87019, -1.92572, -2.31138], [-0.99287, 2.02058, 1.20054], [-0.52106, -0.93641, 1.72907], [-0.54999, 0.42810, 3.00057], [1.96091, -0.56665, 1.61996], [1.37966, 1.71670, -0.00400], [2.70534, -0.62751, -1.12983], [1.54426, -1.63488, -2.04023], [1.14707, 0.22170, 1.53906], [-1.45205, 0.56384, -0.05366]], "mulliken_charge": [-1.0943, 0.4142, 0.0720, -0.5359, -0.0641, 0.5601, -1.1039, 0.3263, 0.2312, 0.3122, 0.2551, 0.2803, 0.2876, 0.3509, 0.3927, 0.1814, -0.4337, -0.4322], "energy_ev": -10938.715, "e_above_lowest_kj_mol": 395.6, "smiles": "C=C1O[C@H]2CN[C@H]2C1=C", "homo_lumo_gap_ha": 0.322, "homo_energy_ev": -8.5168}

---

(7)
{"formula": "C7H9NO2", "method": "ωB97M-V/def2-TZVPD", "elements": ["C", "C", "C", "C", "C", "C", "C", "N", "O", "O", "H", "H", "H", "H", "H", "H", "H", "H", "H"], "positions_angstrom": [[-0.06467, 0.24508, -0.85080], [-0.97029, 0.98256, -0.03618], [1.19372, 0.26360, -0.19998], [-0.35075, 1.07455, 1.21143], [1.91411, -1.07851, -0.21800], [0.69753, -1.62297, 0.45395], [-2.40255, 1.25182, -0.33195], [0.93132, 0.72744, 1.05837], [2.12307, -1.38369, -1.55941], [0.40285, -1.49754, 1.60750], [-0.30113, 0.09599, -1.94228], [2.86070, -0.84970, 0.10764], [-0.04959, -2.09623, -0.33662], [-2.99607, 1.03021, 0.61425], [-2.75095, 2.18850, -0.75354], [-2.71653, 0.41107, -0.95311], [1.64152, 0.67017, 1.84452], [1.44941, -1.95452, -1.91109], [-0.61171, 1.54217, 2.19529]], "mulliken_charge": [-0.6769, 0.8424, 0.1311, -0.7683, -0.0593, -0.0493, -1.1685, -0.0914, -0.5181, -0.4571, 0.3631, 0.4658, 0.1702, 0.3028, 0.2795, 0.3263, 0.2512, 0.3485, 0.3079], "energy_ev": -12986.907, "e_above_lowest_kj_mol": 346.2, "smiles": "Cc1c[nH]c([C@H](O)C=O)c1", "homo_lumo_gap_ha": 0.343, "homo_energy_ev": -8.4741}

---

(8)
{"formula": "C7H9NO2SSi", "method": "ωB97M-V/def2-TZVPD", "elements": ["C", "C", "C", "C", "C", "C", "C", "N", "O", "O", "Si", "S", "H", "H", "H", "H", "H", "H", "H", "H", "H"], "positions_angstrom": [[2.98701, -0.72227, 0.65177], [2.68956, 0.12313, -0.36809], [1.98760, -1.56419, 1.13340], [1.47678, 0.12085, -1.06095], [0.75057, -1.52940, 0.55826], [0.51804, -0.65426, -0.49289], [-2.06315, 0.54631, 0.40474], [-1.66815, 0.01390, 1.67067], [-1.76105, -1.95530, -1.12615], [-1.48522, 0.15885, -2.20329], [-2.81775, 2.17191, -0.08066], [-1.28427, -0.59391, -1.00601], [4.00262, -0.79690, 0.93313], [3.37132, 0.77480, -0.70169], [2.13752, -1.88133, 2.16514], [1.25161, 0.75179, -1.93123], [-0.00868, -2.26648, 0.77579], [-1.02223, -0.79165, 1.48031], [-2.74908, 3.03031, 1.17243], [-2.13665, 2.99639, -1.13911], [-4.17640, 2.06746, -0.83558]], "mulliken_charge": [-0.4395, -0.5027, -0.5836, -0.5898, -0.5435, 0.5694, 0.3229, -0.5830, -0.5983, -0.6397, 0.3227, 0.9981, 0.4038, 0.4965, 0.2919, 0.4294, 0.5143, 0.3587, -0.0864, -0.0739, -0.0676], "energy_ev": -31698.445, "e_above_lowest_kj_mol": 183.6, "smiles": "[H]/N=C(/[SiH3])S(=O)(=O)c1ccccc1", "homo_lumo_gap_ha": 0.329, "homo_energy_ev": -9.9126}

---

(9)
{"formula": "C7H9NO2SSi", "method": "ωB97M-V/def2-TZVPD", "elements": ["C", "C", "C", "C", "C", "C", "C", "N", "O", "O", "Si", "S", "H", "H", "H", "H", "H", "H", "H", "H", "H"], "positions_angstrom": [[-1.08682, -0.06149, -2.90789], [-1.65000, 3.54381, 0.43048], [2.22748, -1.77539, 1.74102], [-1.14690, 2.35956, 0.83631], [1.48311, -1.59406, 0.65577], [0.29847, -0.74442, 0.88838], [1.61996, -2.17814, -0.75082], [-0.56549, -0.92090, -3.48992], [-0.08478, -0.41023, 1.97542], [-0.32022, -0.34700, -0.17280], [-1.43749, 0.84608, -0.11662], [-1.75615, 1.27099, -2.16790], [-1.30131, 4.53484, 0.70972], [-2.46124, 3.58136, -0.18732], [3.25269, -2.08424, 1.55619], [2.06770, -1.11887, 2.54890], [-0.38521, 2.27499, 1.49061], [2.42236, -1.61396, -1.17464], [1.87778, -3.25075, -0.55853], [0.56313, -1.99697, -1.21545], [-3.61706, -0.31521, -0.09090]], "mulliken_charge": [0.4780, -0.7438, -0.9401, -0.1026, 0.3388, 0.8232, -0.9468, -0.4639, -0.6087, 0.1566, -0.2665, -0.1617, 0.2324, 0.2870, 0.3207, 0.3463, 0.4745, 0.3056, 0.3328, 0.2336, -0.0954], "energy_ev": -31699.072, "e_above_lowest_kj_mol": 123.0, "homo_lumo_gap_ha": [0.292, 0.292], "homo_energy_ev": [-8.7217, -8.7305]}

---

(10)
{"formula": "C7H9NO5", "method": "ωB97M-V/def2-TZVPD", "elements": ["C", "C", "O", "N", "C", "C", "O", "C", "C", "O", "C", "O", "O", "H", "H", "H", "H", "H", "H", "H", "H", "H"], "positions_angstrom": [[1.81109, 0.56557, -1.81623], [0.34206, 0.51762, -1.52212], [-0.49741, 1.06777, -2.18921], [0.01490, -0.20179, -0.32624], [0.01390, -1.64711, -0.52059], [0.64338, -2.42988, 0.58842], [-0.44863, -2.13516, -1.51540], [-1.20684, 0.28977, 0.30003], [-1.15227, 1.80797, 0.46514], [-1.60824, 2.00112, 1.80874], [-1.06886, 0.94029, 2.46593], [-0.57414, 0.95821, 3.53042], [-1.20912, -0.15302, 1.67096], [2.24562, 1.38753, -1.24980], [1.97266, 0.67738, -2.88233], [2.28429, -0.34995, -1.46245], [-0.03210, -2.40848, 1.44335], [0.85571, -3.43816, 0.25407], [1.54660, -1.91261, 0.90851], [-2.12906, -0.09262, -0.13151], [-1.69031, 2.40772, -0.25745], [-0.11321, 2.14785, 0.43776]], "mulliken_charge": [-1.1007, 0.5722, -0.5449, 0.2566, 0.4758, -1.1636, -0.5166, 0.2056, -0.5520, -0.3733, 0.5842, -0.4766, -0.3321, 0.2608, 0.3620, 0.3223, 0.2847, 0.3874, 0.3306, 0.3094, 0.3845, 0.3237], "energy_ev": -19132.350, "e_above_lowest_kj_mol": 21.0, "smiles": "CC(=O)N(C(C)=O)[C@@H]1COC(=O)O1", "homo_lumo_gap_ha": 0.410, "homo_energy_ev": -10.5794}

---

(11)
{"formula": "C7H9NO5Pb", "method": "ωB97M-V/def2-TZVPD", "elements": ["Pb", "C", "O", "C", "O", "C", "O", "C", "O", "H", "H", "C", "N", "C", "C", "O", "H", "H", "H", "H", "H", "H", "H"], "positions_angstrom": [[-0.02208, 0.08196, -0.02610], [-0.00060, 2.43814, -0.71778], [0.02509, 3.50861, -1.13181], [-0.01604, -0.84910, -2.53694], [-0.00444, -1.04088, -3.66673], [-2.57505, -0.04542, 0.13120], [-3.70932, 0.07534, -0.01387], [2.53159, -0.13992, -0.09504], [3.64691, 0.04380, 0.02166], [-0.01468, -2.12921, 1.05235], [-0.00811, -2.34913, 0.30990], [1.60034, 0.98632, 4.41803], [0.15289, 0.97921, 4.25592], [-0.85518, 1.21206, 5.27596], [-0.16592, 0.73772, 3.02202], [0.88957, 0.60568, 2.25831], [1.75614, 1.20429, 5.46141], [2.08844, 1.72208, 3.76037], [2.05268, 0.02598, 4.12333], [-1.47079, 2.05684, 4.90502], [-1.50187, 0.31160, 5.27306], [-0.26402, 1.39575, 6.18380], [-1.22946, 0.66788, 2.73892]], "mulliken_charge": [0.9877, 0.2878, -0.0509, 0.1733, -0.0506, 0.1981, -0.0592, 0.2221, -0.0528, 0.0629, 0.0802, -0.7091, 0.1414, -0.6653, 0.0201, -0.6600, 0.2940, 0.2830, 0.2797, 0.3098, 0.3076, 0.2377, 0.3624], "charge": 2, "energy_ev": -24359.545, "e_above_lowest_kj_mol": 137.9, "homo_lumo_gap_ha": 0.304, "homo_energy_ev": -16.8355}

---

(12)
{"formula": "C7H9NOS3", "method": "ωB97M-V/def2-TZVPD", "elements": ["C", "C", "C", "C", "C", "C", "C", "N", "O", "S", "S", "S", "H", "H", "H", "H", "H", "H", "H", "H", "H"], "positions_angstrom": [[0.28896, -0.80076, 1.30145], [0.31643, 0.40544, 0.67717], [-0.28282, -1.82067, 0.61169], [-0.50304, 0.40181, -0.50189], [-0.55709, -3.15620, 1.09583], [-2.31962, 1.15153, -2.67006], [2.47164, 2.11891, -0.03455], [0.25559, -3.51657, 1.99201], [1.74368, 1.77483, 2.37113], [-1.11651, -1.13608, -0.75829], [-1.01804, 1.74707, -1.51394], [0.92657, 2.03759, 1.17418], [0.76979, -0.86902, 2.21498], [-1.50429, -3.54012, 0.64049], [-2.73352, 2.02025, -2.92418], [-2.83833, 0.51628, -2.12007], [-1.71889, 0.67477, -3.52923], [2.21484, 2.69857, -0.92816], [2.49882, 1.07335, -0.24837], [3.08360, 2.60053, 0.70042], [0.02224, -4.38152, 2.44938]], "mulliken_charge": [-0.5027, -0.3542, 0.2928, 0.4946, -0.1256, -1.0579, -0.8745, -0.5239, -0.6235, -0.2741, 0.0094, 0.4640, 0.5362, 0.2394, 0.4307, 0.3811, 0.2800, 0.2839, 0.2988, 0.3938, 0.2313], "energy_ev": -43444.741, "e_above_lowest_kj_mol": 66.8, "homo_lumo_gap_ha": 0.300, "homo_energy_ev": -8.0280}